[1]
Below is a 9-piece molecular cluster, C5H26NO10 overall, with properties calculated with wB97M-V/def2-TZVPD.

Geometry as XYZ:
```
42
Properties=species:S:1:pos:R:3:forces:R:3
O 1.322867 -2.632511 -1.063114 0.45 -0.27 0.28
C 0.163858 -2.665592 -1.564396 -0.52 1.71 -1.42
O -0.287621 -3.352260 -2.480122 0.37 -1.29 0.03
C -0.772683 -1.486943 -1.230286 -0.69 0.09 0.80
C -0.651571 -0.292003 -2.182435 -0.08 -1.17 -1.52
C -1.477983 0.897201 -1.670082 0.32 -0.16 -0.46
C -0.520174 1.918362 -1.059733 -0.29 1.26 0.17
N -2.217169 -1.897179 -1.223485 0.48 1.28 0.46
H -0.555930 -1.156966 -0.219184 0.25 0.26 0.38
H 0.393080 0.011327 -2.448044 -0.74 -0.25 0.66
H -1.054459 -0.680721 -3.178047 0.33 0.47 1.09
H -2.019405 1.261681 -2.551153 -0.06 0.51 0.36
H -2.250689 0.572809 -0.921803 0.81 0.18 -0.66
H 0.322421 1.407968 -0.545379 -1.23 0.44 0.67
H 0.095722 2.525397 -1.729970 -0.43 -0.28 -0.93
H -1.125129 2.734821 -0.551162 1.14 -1.14 0.30
H -2.664313 -1.514819 -2.052021 0.02 -0.32 0.07
H -2.239225 -2.885792 -1.292456 -0.08 -1.01 -0.34
H 3.979432 2.425198 -0.652331 0.17 -0.06 0.24
H 3.602530 1.560425 0.533559 0.70 0.69 -0.03
O 4.388170 1.959687 0.091014 -0.42 -0.17 -0.17
H 1.182330 1.462968 1.525144 -2.08 0.30 0.23
H 2.051930 0.624781 0.393300 -1.11 -0.36 -1.18
O 1.985264 1.191170 1.153244 2.92 0.24 1.01
H 0.638421 -1.449603 2.321392 -0.42 -0.42 -0.08
H 0.206389 -2.131478 3.591817 -0.08 -0.26 0.33
O -0.167261 -1.620458 2.877468 0.19 0.58 -0.37
H -2.900197 -1.407339 0.649268 0.02 0.16 0.33
H -2.134031 -1.189541 1.979376 -0.38 -0.48 -0.03
O -3.019689 -1.069830 1.575642 0.81 -0.18 -0.34
H -0.181714 2.757081 3.511251 0.12 -0.07 0.39
H -1.050654 2.546189 2.295759 -0.40 -0.29 -0.17
O -0.409005 3.161359 2.677485 0.50 0.36 -0.11
H 2.264282 -0.857603 -1.153406 -0.70 -1.81 -0.24
H 3.476596 0.000140 -1.457120 1.37 -0.03 -0.28
O 2.594829 0.026653 -1.142114 -0.87 1.32 0.29
H 2.420022 -0.833274 1.340010 -0.57 -1.63 -0.63
H 1.795015 -2.178741 0.441356 0.24 1.05 0.30
O 2.050160 -1.755860 1.327171 0.32 0.52 0.62
H -2.541263 1.907130 0.820991 -0.42 0.12 -1.07
H -2.428754 0.581833 1.630691 -0.66 -0.86 -0.37
O -2.264387 1.524328 1.631890 0.67 0.97 1.37
```
Forces are in eV/Å.

As for the charge: -1. Its frontier orbital gap is 8.7 eV. The multiplicity is 1. The highest occupied orbital energy is -5.8 eV. As for the LUMO energy: 2.98 eV. The energy relative to the best compared isomer or geometry (same formula, charge and spin) is 23.90 kcal per mole.

Here are the Löwdin charges for atoms 1 to 6, given in e: O -0.07; C -0.65; O 0.00; C -0.30; C -0.18; C -0.26



[2]
Below is a 9-piece molecular cluster, C5H26NO10 overall, with properties calculated with wB97M-V/def2-TZVPD.

Geometry as XYZ:
```
42
Properties=species:S:1:pos:R:3:forces:R:3
O 0.890184 -0.481375 -1.723572 0.87 -0.14 0.30
C 1.865144 0.039405 -1.161190 -0.73 0.92 -0.10
O 2.264347 1.248901 -1.515324 -0.35 0.48 -0.45
C 2.708254 -0.561232 -0.073799 0.86 -2.02 -0.02
C 2.458330 0.033849 1.349796 0.01 1.19 -0.12
C 1.048218 0.434505 1.632953 1.25 1.41 -0.98
C 0.133105 -0.438947 2.126956 -1.36 -1.95 0.88
N -1.257809 -0.000367 2.360075 -0.45 -0.88 -0.90
H 1.602875 1.739325 -2.124474 0.43 -0.92 0.83
H 2.480023 -1.681891 -0.065326 0.43 1.52 -0.03
H 3.792809 -0.411809 -0.377871 -1.12 -0.27 0.33
H 2.823439 -0.633176 2.144143 0.06 -0.34 -0.42
H 3.092463 0.938221 1.441155 -0.21 -0.31 -0.16
H 0.771812 1.455283 1.413870 0.04 0.05 0.08
H 0.273184 -1.492294 2.339848 0.05 0.15 -0.13
H -1.928420 -0.686277 1.907178 0.72 0.88 0.70
H -1.438242 0.952836 1.928188 0.17 -0.53 0.40
H -1.456510 0.077723 3.358572 -0.26 0.00 -0.18
H -0.615374 2.382672 -2.594577 0.69 0.11 0.18
H 0.379034 3.082743 -3.564511 0.14 -0.37 1.03
O 0.332977 2.709640 -2.653459 -0.64 0.45 -1.22
H 0.674264 4.685037 1.269707 -0.04 -0.33 0.01
H 0.415463 3.808485 0.049882 0.08 -0.20 -0.48
O 0.460381 3.776382 1.006802 0.19 0.76 0.29
H -1.871580 -3.302176 0.589737 -0.04 0.03 0.01
H -3.424586 -3.294258 0.559619 -0.52 -0.42 0.03
O -2.667349 -2.727036 0.504307 0.53 0.58 -0.02
H -2.085533 0.908983 -2.010770 0.12 -0.64 0.53
H -2.930633 1.912997 -2.797071 -0.11 0.15 -0.16
O -2.155114 1.850467 -2.238452 -0.15 0.44 -0.16
H 0.223605 -3.738245 -0.060707 0.01 -0.45 -0.02
H -0.321815 -5.050734 0.647204 0.23 -0.36 -0.19
O -0.360271 -4.099659 0.643682 -0.24 0.61 0.31
H 1.263228 -3.573841 -2.213010 0.05 -0.36 -0.63
H 0.911944 -2.227040 -1.547382 0.27 0.12 0.01
O 1.163178 -3.158766 -1.366991 -0.21 0.23 0.51
H -0.769703 -0.727707 -1.327344 -0.13 0.18 0.25
H -2.120906 -1.354536 -0.866327 -0.36 -0.66 0.37
O -1.696904 -0.532889 -1.097876 0.15 0.61 -0.44
H -0.941893 3.058875 1.582302 -0.90 -0.71 0.10
H -2.204253 2.568889 0.827860 0.00 -0.03 0.12
O -1.781370 2.509046 1.696186 0.50 1.02 -0.47
```
Forces are in eV/Å.

As for the charge: 0. Its frontier orbital gap (spin up / spin down) is 2.9 / 7.6 eV. The multiplicity is 2. The highest occupied orbital energy (spin up / spin down) is -2.5 / -7.3 eV. As for the LUMO energy (spin up / spin down): 0.33 / 0.28 eV. The energy relative to the best compared isomer or geometry (same formula, charge and spin) is 0.00 kcal per mole.

Here are the Löwdin charges for atoms 1 to 6, given in e: O 0.00; C -0.50; O 0.10; C -0.10; C -0.23; C -0.23



- Among the records above, which one has the lowest energy relative to the best compared isomer or geometry (same formula, charge and spin)?
  number 2



- charge of number 1 (C5H26NO10)?
  -1



- The highest energy relative to the best compared isomer or geometry (same formula, charge and spin) belongs to which entry?
  number 1



- Which value of charge does entry 1 give?
  -1